1.
Entry from OMol25: a molecular structure, C25H24Cl4NO2PdSi (ωB97M-V with the def2-TZVPD basis set).

Geometry (Å):
Pd  -0.180538  0.172936  -0.102739
C  -0.901980  -1.595764  -0.876684
Si  0.213872  -1.909458  -2.271932
C  1.906897  -1.498602  -1.510065
N  1.793529  -0.216824  -0.746438
C  2.668454  -0.219365  0.448742
C  4.149636  -0.388597  0.100763
C  4.534469  0.424885  -1.147938
C  3.517807  1.536398  -1.373326
C  2.115274  0.974005  -1.609612
C  0.416549  -3.653528  -2.993764
C  -0.184825  -4.027356  -4.198893
C  -0.075428  -5.319031  -4.696839
C  0.644314  -6.275629  -3.995538
C  1.245365  -5.932362  -2.792810
C  1.127269  -4.639141  -2.302294
C  -0.123059  -0.746891  -3.715998
C  -1.072233  0.271171  -3.590389
C  -1.280239  1.185375  -4.615825
C  -0.539123  1.102111  -5.785799
C  0.409543  0.097964  -5.930532
C  0.609691  -0.814705  -4.904264
H  -0.727633  -2.291845  -0.047104
H  -1.973242  -1.547969  -1.072075
H  2.728271  -1.456904  -2.232943
H  2.155629  -2.293259  -0.801103
H  2.326904  -1.021579  1.103443
H  2.479009  0.713730  0.978398
H  4.390340  -1.443383  -0.048339
H  4.730079  -0.056386  0.964675
H  4.558730  -0.223662  -2.027940
H  5.539129  0.838348  -1.042045
H  3.789380  2.153238  -2.232547
H  3.502872  2.198808  -0.504116
H  1.993603  0.661008  -2.647347
H  1.379107  1.752220  -1.413936
H  -0.750154  -3.293026  -4.761934
H  -0.553730  -5.579027  -5.633622
H  0.733360  -7.283754  -4.381502
H  1.803926  -6.673857  -2.234213
H  1.595844  -4.401226  -1.353436
H  -1.639353  0.362154  -2.670543
H  -2.018200  1.968732  -4.494189
H  -0.697971  1.818653  -6.582652
H  0.992640  0.027610  -6.841104
H  1.353371  -1.595835  -5.032305
Cl  -4.447322  4.041544  3.458338
C  -2.996537  3.376438  2.779397
C  -1.763062  3.912855  3.098682
Cl  -1.645815  5.261000  4.184864
C  -0.604594  3.359461  2.538403
Cl  0.961136  4.009357  2.919937
C  -0.648884  2.274364  1.665361
O  0.426948  1.732599  1.150333
C  -1.929506  1.728936  1.327319
O  -1.998438  0.717000  0.482888
C  -3.067809  2.288850  1.897321
Cl  -4.600571  1.596815  1.470109

Forces on the atoms, in the same order (eV/Å):
Pd 0.086 -0.428 0.420
C 0.013 0.093 0.039
Si 0.198 0.115 -0.035
C -0.012 0.124 -0.070
N -0.103 0.052 -0.117
C -0.022 -0.016 0.046
C 0.008 -0.004 -0.009
C -0.003 0.001 0.005
C 0.010 -0.005 0.001
C 0.033 -0.042 -0.026
C -0.109 -0.009 -0.038
C 0.008 -0.007 0.008
C -0.001 -0.001 -0.001
C -0.002 0.003 -0.002
C 0.003 0.001 0.005
C -0.003 -0.005 -0.006
C 0.003 0.023 0.031
C 0.009 -0.007 -0.029
C -0.008 0.002 0.004
C 0.000 -0.002 0.001
C 0.001 -0.003 0.005
C 0.009 0.001 0.001
H -0.057 -0.061 -0.044
H -0.001 0.026 -0.013
H 0.037 -0.006 0.037
H -0.043 0.022 0.051
H 0.001 0.001 -0.002
H 0.008 0.006 -0.013
H 0.001 -0.001 -0.002
H 0.001 0.000 0.000
H 0.002 0.001 -0.001
H 0.001 -0.001 0.002
H 0.000 -0.003 -0.001
H -0.005 0.001 0.001
H 0.008 -0.006 0.006
H -0.006 -0.015 0.027
H 0.001 0.001 0.000
H 0.000 0.000 0.001
H 0.000 0.000 -0.001
H 0.000 0.001 -0.001
H 0.001 0.001 0.002
H 0.004 -0.004 0.007
H 0.002 0.001 -0.002
H 0.001 -0.001 0.000
H 0.000 0.001 -0.001
H 0.000 -0.002 0.003
Cl -0.004 -0.002 -0.001
C 0.042 0.007 0.002
C -0.043 -0.003 -0.001
Cl 0.006 -0.004 -0.004
C 0.026 -0.011 0.007
Cl 0.000 0.000 0.003
C -0.025 0.017 0.022
O -0.008 0.128 -0.330
C 0.027 -0.021 -0.048
O -0.074 0.029 0.060
C -0.015 0.010 0.001
Cl -0.005 0.002 0.000

Summary:
LUMO level ... 0.089 Ha
Frontier orbital gap ... 6.3 eV
Spin multiplicity ... 1
Energy above the lowest of the compared OMol25 structures with the same formula, charge and spin ... 0.0 kJ/mol
Total charge ... -1

Here are the natural (NBO) charges for atoms 1 to 8, given in e: 0.8061 -1.1927 1.6243 -0.6800 -0.4292 -0.2389 -0.4272 -0.4017

---

2.
Entry from OMol25: a single C25H24ClN3O4S molecule (ωB97M-V with the def2-TZVPD basis set).

Geometry (Å):
C  5.159682  3.565154  -1.337481
C  5.042199  3.854569  -0.055591
C  4.526977  2.925239  1.004279
N  4.358328  1.566680  0.549358
C  3.147343  0.995551  0.403351
O  2.120293  1.601055  0.708193
C  3.142928  -0.382925  -0.155263
C  4.260252  -1.208917  -0.038257
C  4.283730  -2.469864  -0.600113
C  3.182856  -2.924339  -1.309531
C  2.052595  -2.141024  -1.417451
C  2.001543  -0.879431  -0.822937
N  0.863352  -0.089814  -0.855696
C  -0.324837  -0.317522  -1.470478
O  -0.582424  -1.290659  -2.154818
C  -1.361878  0.721025  -1.178272
C  -1.105659  2.005111  -0.697003
C  -2.151351  2.850901  -0.384756
C  -3.470450  2.409744  -0.475783
Cl  -4.742485  3.451694  -0.013448
C  -3.730280  1.131916  -0.945237
S  -5.341111  0.311305  -0.862387
O  -5.772744  -0.067177  -2.172692
O  -6.240588  1.055102  -0.042037
N  -4.933690  -1.124987  -0.087781
C  -3.871596  -1.089156  0.828161
C  -3.905220  -0.072876  1.778677
C  -2.835552  0.116899  2.628440
C  -1.727128  -0.704699  2.529598
C  -1.695196  -1.746661  1.614015
C  -0.478544  -2.619041  1.526028
C  -2.781209  -1.964246  0.759896
C  -2.724095  -3.098824  -0.222968
C  -2.684040  0.323863  -1.340351
H  5.531902  4.283805  -2.046038
H  4.878978  2.605508  -1.740340
H  5.318443  4.831350  0.316715
H  5.209773  2.938581  1.862761
H  3.544508  3.268951  1.346251
H  5.178240  1.104912  0.191145
H  5.118277  -0.879824  0.530199
H  5.157248  -3.093495  -0.488455
H  3.200201  -3.901251  -1.768072
H  1.190550  -2.496265  -1.956675
H  0.951459  0.731008  -0.249464
H  -0.097200  2.369435  -0.572262
H  -1.960730  3.852688  -0.035227
H  -4.906291  -1.877557  -0.758675
H  -4.773742  0.564540  1.817022
H  -2.860231  0.912290  3.357272
H  -0.876245  -0.538579  3.173521
H  -0.700623  -3.627347  1.875493
H  -0.127763  -2.692259  0.498515
H  0.323941  -2.215682  2.138473
H  -3.699172  -3.332798  -0.643138
H  -2.351979  -3.997825  0.264160
H  -2.042685  -2.856550  -1.040243
H  -2.888877  -0.647272  -1.762598

Forces on the atoms, in the same order (eV/Å):
C 0.029 0.017 -0.119
C -0.065 -0.088 0.184
C -0.119 0.112 0.170
N 0.341 0.078 0.030
C 0.162 0.011 0.029
O -0.159 0.101 0.039
C -0.170 -0.293 -0.117
C -0.115 0.008 -0.043
C 0.131 -0.073 -0.011
C 0.105 0.155 0.138
C -0.176 -0.096 -0.115
C 0.302 -0.198 -0.028
N 0.015 0.531 0.237
C -0.039 0.021 0.017
O -0.029 -0.116 -0.093
C -0.503 0.089 -0.095
C -0.107 -0.166 -0.064
C -0.239 -0.016 0.006
C 0.222 -0.120 -0.092
Cl 0.004 0.607 0.170
C -0.529 -0.141 0.044
S -0.134 -0.157 -0.217
O 0.224 -0.176 -0.163
O 0.257 -0.133 0.176
N -0.280 0.270 -0.608
C 0.419 0.018 0.901
C 0.038 -0.151 0.146
C -0.006 0.032 -0.079
C 0.018 -0.004 0.001
C -0.050 0.107 0.082
C -0.071 0.008 0.024
C -0.219 0.035 0.006
C -0.020 0.155 -0.006
C 0.424 0.094 -0.206
H 0.075 0.192 -0.088
H -0.064 -0.209 -0.009
H 0.064 0.159 -0.032
H -0.127 0.037 -0.054
H 0.209 -0.044 0.047
H -0.162 -0.054 -0.041
H 0.049 0.037 0.038
H 0.077 -0.045 0.021
H -0.020 -0.083 -0.046
H -0.017 0.014 -0.002
H -0.097 -0.226 -0.114
H 0.122 0.030 0.029
H 0.005 0.102 0.036
H -0.042 0.030 -0.153
H -0.089 0.103 0.118
H -0.012 0.093 0.071
H 0.106 -0.006 0.070
H 0.052 -0.120 -0.007
H 0.101 -0.069 -0.100
H 0.073 0.002 0.024
H -0.010 -0.133 -0.055
H -0.031 -0.093 -0.031
H 0.006 -0.064 -0.105
H 0.068 -0.175 0.041

Summary:
LUMO level ... -0.003 Ha
Frontier orbital gap ... 8.5 eV
SMILES ... C=CCNC(=O)c1ccccc1NC(=O)c1ccc(Cl)c(S(=O)(=O)Nc2cccc(C)c2C)c1
Spin multiplicity ... 1
Energy above the lowest of the compared OMol25 structures with the same formula, charge and spin ... 24.4 kJ/mol

Here are the natural (NBO) charges for atoms 1 to 8, given in e: -0.4026 -0.1819 -0.2715 -0.5922 0.6805 -0.6652 -0.2130 -0.1664

---

3.
Entry from OMol25: a molecular structure, C25H24F3O4PPdSe2 (ωB97M-V with the def2-TZVPD basis set).

Geometry (Å):
Pd  1.158680  0.422727  0.232829
O  -3.076827  -0.440268  0.958679
C  -2.347198  0.521821  0.753335
O  -1.117432  0.656474  1.075977
C  -2.889112  1.777782  0.112124
C  -4.235837  1.956895  -0.154480
C  -4.676558  3.170215  -0.653968
C  -3.758686  4.185747  -0.897028
C  -2.409894  3.995466  -0.665235
C  -1.957296  2.782520  -0.157860
P  -0.223388  2.434629  0.252008
C  -0.162547  3.101001  1.946495
C  1.019211  3.676984  2.412728
C  1.084603  4.222473  3.679189
C  -0.017249  4.167792  4.520814
C  -1.181432  3.557428  4.079948
C  -1.263306  3.044922  2.800728
C  0.562962  3.876035  -0.679345
C  0.927236  5.155520  -0.270942
C  1.619232  5.998594  -1.125570
C  1.950222  5.585908  -2.405661
C  1.569232  4.326311  -2.838558
C  0.889801  3.488135  -1.978000
H  -4.912987  1.138351  0.054942
H  -5.729374  3.335193  -0.853700
H  -4.102044  5.144355  -1.268763
H  -1.708456  4.796047  -0.857052
H  1.896883  3.673128  1.777466
H  2.003797  4.687938  4.013942
H  0.033927  4.579838  5.521231
H  -2.034104  3.476987  4.743452
H  -2.179458  2.573561  2.474236
H  0.666245  5.508810  0.719219
H  1.905027  6.990559  -0.786741
H  2.510809  6.242011  -3.061859
H  1.817545  3.993144  -3.838055
H  0.597315  2.494037  -2.302771
O  6.841956  -1.447860  0.755924
C  5.682009  -2.080236  1.241588
C  4.362612  -1.362483  0.871218
C  4.274630  -1.255926  -0.661998
O  5.276761  -0.428424  -1.219979
C  3.214656  -2.259627  1.360440
Se  1.506791  -1.374814  1.885534
C  4.395899  0.026055  1.524713
Se  3.382067  1.495976  0.615783
H  6.582436  -1.048041  -0.096948
H  5.778806  -2.128683  2.333366
H  5.642636  -3.116803  0.859080
H  3.270545  -0.888411  -0.933005
H  4.412418  -2.246979  -1.106061
H  5.022156  0.479677  -0.976375
H  3.524514  -2.814961  2.250384
H  2.957065  -2.976910  0.575681
H  5.431681  0.382413  1.572406
H  3.992158  -0.034625  2.538491
F  1.069285  -1.825306  -1.639635
C  0.697347  -0.499801  -1.531310
F  -0.589410  -0.477219  -1.993112
F  1.418606  0.106247  -2.557615

Forces on the atoms, in the same order (eV/Å):
Pd -0.165 0.124 0.870
O -0.232 -0.119 -0.076
C -0.058 -0.150 0.158
O -0.664 -0.192 0.450
C 0.325 0.055 -0.127
C -0.073 0.005 0.020
C -0.043 0.021 -0.050
C -0.222 0.182 -0.095
C 0.079 -0.016 -0.007
C -0.433 -0.165 -0.181
P 0.608 0.635 -0.153
C -0.014 0.154 0.172
C -0.038 -0.174 -0.211
C 0.024 0.123 0.264
C 0.055 0.006 0.061
C -0.087 0.117 0.244
C 0.172 -0.080 -0.148
C -0.088 -0.187 0.040
C -0.170 -0.042 0.058
C 0.077 0.277 0.010
C 0.108 0.155 -0.110
C 0.029 0.088 -0.143
C -0.142 -0.151 -0.021
H 0.014 -0.016 0.019
H -0.009 -0.012 0.009
H -0.025 0.017 -0.033
H -0.013 0.025 -0.053
H -0.026 0.004 0.078
H 0.040 -0.039 0.032
H 0.024 0.017 0.033
H -0.039 0.028 0.010
H -0.002 0.013 -0.010
H 0.022 -0.037 0.029
H 0.001 -0.050 -0.013
H -0.004 0.018 -0.001
H 0.019 -0.027 -0.031
H 0.165 -0.034 -0.024
O 0.397 0.191 -0.338
C -0.359 -0.238 0.077
C 0.287 -0.037 -0.136
C -0.774 -0.337 0.230
O 0.486 0.330 -0.237
C -0.495 0.255 0.074
Se 0.535 -0.554 0.194
C -0.154 0.521 0.067
Se 0.626 -0.345 -0.067
H 0.092 0.043 0.140
H -0.091 -0.032 -0.036
H -0.124 0.088 0.106
H 0.446 -0.194 0.050
H -0.038 -0.008 0.038
H -0.142 0.101 -0.029
H 0.060 -0.017 -0.069
H 0.095 -0.024 0.088
H -0.221 -0.055 -0.007
H 0.049 -0.071 -0.091
F -0.177 0.063 -0.044
C 0.510 -0.185 -0.812
F -0.162 -0.012 0.062
F -0.060 -0.058 -0.331

Summary:
LUMO level (alpha / beta) ... 0.170 / 0.169 Ha
Frontier orbital gap (alpha / beta) ... 5.0 / 5.9 eV
⟨S²⟩ ... 2.010
Spin multiplicity ... 3
Energy above the lowest of the compared OMol25 structures with the same formula, charge and spin ... 0.0 kJ/mol
Total charge ... -2

Here are the natural (NBO) charges for atoms 1 to 8, given in e: 0.5513 -0.6820 0.7530 -0.7719 -0.0581 -0.2043 -0.2381 -0.2263

---

4.
Entry from OMol25: a single C25H24FNO4 molecule (ωB97M-V with the def2-TZVPD basis set).

Geometry (Å):
O  4.313527  2.314901  3.625927
C  3.369870  2.807743  3.071517
O  2.222561  3.095280  3.684836
C  3.323893  3.156445  1.602602
C  2.821402  1.934993  0.801965
O  3.502037  0.760645  1.155354
C  2.929580  2.236577  -0.699545
C  2.509320  1.037503  -1.560999
O  2.692937  1.324494  -2.937115
C  1.087902  0.633867  -1.286921
C  0.678811  -0.625423  -1.288262
C  -0.723438  -1.032454  -1.106354
C  -1.478631  -1.491371  -2.224214
C  -0.857553  -1.560482  -3.559944
C  -1.241126  -2.698444  -4.474396
C  -1.724837  -1.324372  -4.771829
N  -2.732923  -1.846647  -2.127907
C  -3.352984  -1.800350  -0.935703
C  -4.700560  -2.209600  -0.867827
C  -5.365833  -2.199098  0.325834
C  -4.711646  -1.790959  1.497703
C  -3.406291  -1.382751  1.461629
C  -2.696609  -1.359924  0.245012
C  -1.339284  -0.953286  0.124204
C  -0.594632  -0.489087  1.312077
C  0.530471  -1.181767  1.748634
C  1.198305  -0.794878  2.894998
C  0.728031  0.299107  3.595017
F  1.349586  0.668416  4.740942
C  -0.363957  1.031758  3.168478
C  -1.024606  0.627997  2.022759
H  2.235358  2.770722  4.601276
H  4.332824  3.413572  1.274388
H  2.652062  3.998182  1.446027
H  1.774928  1.734076  1.059542
H  4.452438  0.931015  1.148399
H  2.295128  3.094506  -0.935398
H  3.960727  2.494088  -0.953705
H  3.175817  0.193223  -1.361450
H  2.081197  2.026783  -3.187777
H  0.376539  1.440104  -1.155461
H  1.392031  -1.423384  -1.455918
H  0.163645  -1.205969  -3.603597
H  -1.956275  -3.405952  -4.085452
H  -0.469265  -3.128775  -5.094140
H  -2.764398  -1.109413  -4.581798
H  -1.293455  -0.785125  -5.601402
H  -5.175565  -2.533049  -1.780820
H  -6.397624  -2.514491  0.377799
H  -5.246610  -1.805967  2.435965
H  -2.903957  -1.083981  2.370030
H  0.872591  -2.043375  1.197028
H  2.068085  -1.325119  3.245866
H  -0.688114  1.894232  3.729178
H  -1.881433  1.185263  1.672949

Forces on the atoms, in the same order (eV/Å):
O 0.163 -0.088 0.108
C 0.433 0.111 -0.270
O -0.691 0.241 0.246
C -0.180 -0.407 0.190
C -0.185 0.659 -0.306
O 0.342 -0.356 0.015
C -0.055 -0.609 0.170
C 0.039 0.109 0.412
O 0.051 0.176 -0.386
C 0.309 -0.221 -0.184
C 0.094 0.208 -0.046
C -0.415 0.039 0.354
C -0.269 -0.072 0.215
C 0.203 0.027 -0.143
C 0.043 -0.110 -0.080
C 0.002 0.079 -0.117
N 0.142 -0.061 -0.528
C 0.118 0.168 0.586
C -0.163 -0.025 0.176
C -0.026 -0.054 -0.252
C 0.171 0.097 0.219
C -0.179 -0.026 0.189
C -0.124 -0.121 -0.445
C 0.099 -0.087 -0.427
C 0.027 0.042 0.189
C -0.205 0.110 0.084
C 0.049 0.157 0.222
C -0.126 -0.010 -0.118
F -0.015 -0.083 -0.048
C 0.167 -0.017 0.171
C 0.120 -0.109 -0.088
H 0.231 -0.073 -0.220
H -0.030 0.010 0.051
H 0.029 0.045 -0.080
H 0.054 0.069 0.006
H -0.023 -0.030 0.075
H -0.031 0.082 -0.056
H 0.017 0.068 0.004
H -0.120 0.105 0.038
H 0.028 -0.035 -0.023
H -0.212 0.106 0.073
H 0.226 -0.033 -0.034
H -0.055 -0.033 -0.128
H -0.097 0.007 0.100
H 0.090 0.049 -0.045
H -0.077 -0.026 0.108
H 0.113 0.000 -0.033
H -0.035 -0.026 -0.104
H -0.079 -0.031 -0.029
H -0.012 0.004 0.084
H -0.022 -0.004 0.057
H 0.051 -0.096 -0.066
H 0.113 -0.036 0.056
H -0.002 0.082 0.070
H -0.095 0.030 -0.012

Summary:
LUMO level ... 0.009 Ha
Frontier orbital gap ... 8.7 eV
SMILES ... O=C(O)C[C@H](O)C[C@H](O)/C=C/c1c(C2CC2)nc2ccccc2c1-c1ccc(F)cc1
Spin multiplicity ... 1
Energy above the lowest of the compared OMol25 structures with the same formula, charge and spin ... 0.0 kJ/mol

Here are the natural (NBO) charges for atoms 1 to 8, given in e: -0.5938 0.8018 -0.6905 -0.5353 0.1083 -0.7135 -0.4408 0.0702